1.
Below is a molecular structure, C29H43Cl2F5N3O4SSiY at a distorted geometry, with properties calculated with ωB97M-V/def2-TZVPD.

Positions of all 89 atoms, in Å:
C 3.4328 -0.6008 -3.1026
C 2.0823 -0.2302 -3.6390
H 3.9759 -1.2723 -3.7604
H 3.3210 -1.0713 -2.1116
H 4.0158 0.3142 -2.9368
C 1.4892 -0.7105 -4.7464
C 2.1585 -1.6569 -5.6717
H 0.4671 -0.4045 -5.0127
H 2.8746 -2.3049 -5.1442
H 2.7079 -1.0732 -6.4236
H 1.4348 -2.2927 -6.1953
Y -0.5976 -1.1635 1.2509
Cl -0.2563 -3.1497 2.8061
C -2.3715 1.2384 -0.4605
O -2.0379 0.2279 0.1900
N -3.6368 1.5305 -0.7305
C -4.7336 0.6260 -0.3953
C -4.0212 2.7452 -1.4387
H -1.6042 1.9584 -0.8278
H -4.3912 -0.1905 0.2415
H -5.1822 0.2405 -1.3187
H -5.5058 1.2132 0.1104
H -3.1437 3.3697 -1.6476
H -4.7336 3.3037 -0.8172
H -4.5129 2.4742 -2.3818
H -2.3533 1.2135 5.9213
H -0.2536 0.7275 7.0983
C -2.0917 0.4129 5.2258
C 0.1993 0.1861 6.2654
N -0.6312 0.3768 5.0839
H -2.5513 0.5980 4.2491
C -0.1359 0.0843 3.9027
O -0.8626 0.2174 2.8668
H 1.1995 0.5888 6.0510
H 0.8994 -0.3126 3.8361
H -2.4520 -0.5500 5.6198
H 0.2942 -0.8876 6.4978
H 1.3692 -2.6713 -2.2458
H -0.5892 -2.9210 -4.4966
C 0.7641 -3.5613 -2.0192
C -0.9966 -3.6620 -3.7924
N -0.6223 -3.3339 -2.4212
H 0.8107 -3.7530 -0.9398
C -1.5068 -2.8564 -1.5431
O -1.1820 -2.4832 -0.4020
H -2.0901 -3.6807 -3.8896
H -2.5584 -2.8345 -1.8773
H 1.1294 -4.4279 -2.5798
H -0.5837 -4.6433 -4.0467
O 1.3412 -0.5101 -1.6851
C 1.2444 0.4889 -2.5698
C -1.2228 0.0154 -3.2681
C -0.2048 0.9345 -2.9888
H -1.0670 -1.0502 -3.0446
C -2.3745 0.4518 -3.9321
H 1.8331 1.4174 -2.3027
C -0.4126 2.2946 -3.2155
H -3.1480 -0.2662 -4.1923
C -2.4970 1.7828 -4.3160
C -1.5288 2.7080 -3.9374
H 0.3757 2.9786 -2.8880
H -3.3446 2.1009 -4.9159
H -1.6007 3.7519 -4.2221
Si 3.6311 -1.7123 2.0694
Cl 1.9100 -0.9149 0.8069
C 3.1223 -3.3708 2.6998
C 3.5987 -0.4532 3.4292
C 5.2767 -1.8368 1.2695
H 2.3980 -3.9233 2.0912
H 2.7079 -3.2042 3.7021
H 4.0485 -3.9537 2.8082
H 5.4138 -2.7792 0.7241
H 5.9211 -1.8881 2.1666
H 5.6091 -0.9894 0.6570
H 2.8933 0.3793 3.2750
H 4.6151 -0.0405 3.5590
H 3.3398 -1.0229 4.3427
F -2.0005 4.5691 5.2404
C -1.3456 4.1812 4.1255
C -0.0627 3.6430 4.2279
F 0.5325 3.5314 5.4428
C 0.5640 3.1367 3.0995
F 1.7698 2.5287 3.2451
C -0.0505 3.1057 1.8201
S 0.6612 2.3093 0.5300
C -1.3060 3.7580 1.7564
F -1.9050 3.8980 0.5481
C -1.9613 4.2494 2.8759
F -3.2113 4.7538 2.7650

Values from the calculation:
HOMO energy in eV: -6.05
Lowest unoccupied orbital energy in eV: 0.0340
Gap between HOMO and LUMO in eV: 6.08
F_max in eV Å⁻¹: 3.2
Total charge: 0
Energy in eV: -101822.7685
M in g mol⁻¹: 812.63

These are the Löwdin partial charges, in e, on atoms 1 to 4:
1 C -0.051
2 C -0.242
3 H 0.057
4 H 0.068

=====

2.
Below is 3 unconnected molecules or ions with the total composition C29H43ClN2O6, with properties calculated with ωB97M-V/def2-TZVPD.

Positions of all 81 atoms, in Å:
C 4.5844 -0.1617 -3.0603
C 4.0705 0.5452 -4.3206
Cl 3.5095 -0.7029 -5.4917
C 5.0983 1.4376 -5.0137
C 5.5474 2.5320 -4.0796
C 6.8128 2.4872 -3.4940
C 7.2196 3.4738 -2.5993
C 6.3720 4.5203 -2.2680
C 5.1109 4.5832 -2.8393
C 4.7037 3.5981 -3.7550
C 3.3316 3.7744 -4.3266
O 3.0548 3.6050 -5.4844
C 2.3285 4.2371 -3.3277
C 1.0387 3.7178 -3.3153
C 0.1496 4.1691 -2.3417
C 0.5510 5.1480 -1.4370
C 1.8375 5.6740 -1.4555
C 2.7360 5.2043 -2.4079
C 4.1465 5.6630 -2.4864
O 4.4808 6.7995 -2.3019
H 5.4736 0.3054 -2.6473
H 3.8063 -0.1520 -2.3009
H 4.8151 -1.2044 -3.2489
H 3.1988 1.1278 -4.0465
H 5.9340 0.8444 -5.3756
H 4.6036 1.8656 -5.8797
H 7.4633 1.6591 -3.7340
H 8.2070 3.4054 -2.1688
H 6.6981 5.2638 -1.5558
H 0.7624 2.9587 -4.0308
H -0.8373 3.7372 -2.3255
H -0.1563 5.4741 -0.6906
H 2.1414 6.4279 -0.7459
C -3.2042 0.2284 3.7010
O -1.8799 0.5922 4.0471
C -0.9108 -0.4065 3.7521
C -0.0346 -0.0102 2.5824
N -0.7806 -0.0197 1.3298
C -0.0918 0.5972 0.1994
C 0.2979 2.0702 0.2877
O -0.7939 2.9756 0.2788
C -1.4190 3.1695 1.5361
H -3.8783 0.9457 4.1671
H -3.3643 0.2655 2.6178
H -3.4463 -0.7740 4.0606
H -1.3876 -1.3756 3.5751
H -0.2768 -0.4986 4.6387
H 0.7945 -0.7206 2.5057
H 0.3889 0.9769 2.8094
H -1.6633 0.4531 1.4684
H -0.7469 0.4873 -0.6689
H 0.8115 0.0156 -0.0129
H 0.8747 2.2992 -0.6113
H 0.9591 2.2823 1.1366
H -0.7042 3.1152 2.3602
H -2.2245 2.4496 1.7000
H -1.8685 4.1635 1.5304
C -3.5044 -3.6432 4.5353
O -3.7432 -3.2764 3.1895
C -2.7382 -3.7140 2.2759
C -3.2425 -4.8283 1.3835
N -3.4462 -6.0658 2.1264
C -4.1713 -7.1065 1.4016
C -5.5950 -6.8198 0.9313
O -6.5498 -6.7013 1.9686
C -6.6183 -5.4352 2.5957
H -4.1961 -3.0751 5.1567
H -3.6895 -4.7083 4.7102
H -2.4808 -3.4052 4.8401
H -1.8279 -4.0098 2.8056
H -2.4953 -2.8549 1.6434
H -2.5045 -5.0061 0.5954
H -4.1647 -4.4723 0.9059
H -3.9457 -5.8596 2.9806
H -4.2178 -7.9774 2.0601
H -3.5741 -7.4009 0.5326
H -5.9142 -7.6825 0.3412
H -5.6495 -5.9527 0.2617
H -6.4156 -4.6212 1.8951
H -5.9310 -5.3685 3.4437
H -7.6297 -5.3149 2.9842

Values from the calculation:
HOMO energy in eV: -8.76
Lowest unoccupied orbital energy in eV: -0.6162
Gap between HOMO and LUMO in eV: 8.14
F_max in eV Å⁻¹: 0.9
Total charge: 0
Energy in eV: -58555.8588
M in g mol⁻¹: 551.12

These are the Löwdin partial charges, in e, on atoms 1 to 4:
1 C -0.105
2 C -0.706
3 Cl 0.605
4 C -0.182

=====

3.
Below is 4 unconnected molecules or ions with the total composition C29H43IO18S5 at a distorted geometry, with properties calculated with ωB97M-V/def2-TZVPD.

Positions of all 96 atoms, in Å:
C 4.9223 4.3373 3.2305
C 5.3848 3.1160 4.2564
C 5.7993 1.8460 3.2497
C 6.6905 0.7815 4.1737
C 4.5091 1.0000 2.7024
C 4.3779 0.5958 1.2774
C 5.4651 0.8922 0.0926
C 4.6381 1.7406 -1.0883
C 6.1138 -0.4621 -0.6016
C 7.0609 -1.2255 0.4976
C 2.9939 -0.2216 0.8324
O 2.9166 -1.0950 -0.1735
C 1.6180 0.0286 1.7110
C 0.0823 -0.1173 1.1519
C -1.2227 0.2060 2.1198
C -2.7944 0.1387 1.6544
C -3.0365 0.2113 0.0302
C -3.6374 1.6825 -0.4771
S -5.3227 2.0894 0.2602
C -0.9580 0.6420 3.7127
I -2.6156 1.0976 5.0961
C 0.5711 0.7590 4.3167
C 1.8098 0.4677 3.2828
C 3.3538 0.6185 3.8503
O 3.6222 0.3991 5.1385
H 4.1210 3.8898 2.4900
H 5.8640 4.6010 2.5454
H 4.5788 5.3109 3.7816
H 6.3633 3.4524 4.8095
H 4.5698 2.8283 5.0448
H 6.4819 2.3180 2.4269
H 7.8138 0.7191 3.8457
H 6.2352 -0.3053 3.9893
H 6.5264 1.0062 5.3101
H 6.3666 1.5749 0.3869
H 4.0989 2.6645 -0.5602
H 3.8948 1.0627 -1.6865
H 5.4914 2.2229 -1.7576
H 6.8428 -0.0551 -1.4551
H 5.3349 -1.1425 -1.1488
H 7.6288 -2.1685 0.0937
H 6.4074 -1.4651 1.4581
H 7.8700 -0.4273 0.8554
H -0.0589 -0.4584 0.0366
H -3.3478 -0.8017 2.1242
H -3.3205 1.1095 2.1062
H -3.9122 -0.5637 -0.2066
H -2.1188 -0.1459 -0.6122
H -2.9002 2.5658 -0.2610
H -3.8061 1.5733 -1.6454
H -5.4209 3.5093 0.2493
H 0.8414 1.0376 5.4325
C 1.8938 -2.0459 -2.9207
C 1.2333 -3.3765 -3.2711
O 0.2405 -3.0559 -4.2429
S 0.7587 -1.7905 -5.1321
O 1.3389 -2.3044 -6.3529
O -0.2641 -0.7707 -5.1151
O 1.9729 -1.3245 -4.1490
H 1.2744 -1.4691 -2.2263
H 2.8908 -2.1800 -2.4925
H 0.7802 -3.8583 -2.4014
H 1.9503 -4.0625 -3.7344
C -9.4341 -0.5319 2.7625
C -8.6399 0.7248 3.1084
O -7.4186 0.2512 3.6714
S -7.0264 -1.1677 2.9690
O -6.0724 -0.9011 1.9154
O -6.7988 -2.1446 4.0083
O -8.4731 -1.4696 2.2805
H -9.9074 -0.9568 3.6535
H -10.1964 -0.3422 2.0020
H -9.1668 1.3687 3.8165
H -8.3965 1.2976 2.2073
C -10.9407 -3.5146 -1.2401
C -9.5581 -3.4000 -1.8764
O -9.1786 -2.0369 -1.7015
S -9.8245 -1.4813 -0.3106
O -8.8155 -1.5678 0.7216
O -10.5545 -0.2686 -0.5982
O -10.8949 -2.6887 -0.0777
H -11.7152 -3.1218 -1.9067
H -11.1852 -4.5445 -0.9667
H -9.5641 -3.6657 -2.9362
H -8.8287 -4.0239 -1.3492
C 4.0404 -0.1240 -6.1330
C 5.4231 -0.0094 -6.7694
O 5.8026 1.3537 -6.5945
S 5.1566 1.9092 -5.2036
O 6.1657 1.8228 -4.1713
O 4.4266 3.1220 -5.4912
O 4.0862 0.7018 -4.9707
H 3.2659 0.2688 -6.7996
H 3.7959 -1.1539 -5.8596
H 5.4171 -0.2751 -7.8292
H 6.1525 -0.6333 -6.2422

Values from the calculation:
HOMO energy in eV: -8.57
Lowest unoccupied orbital energy in eV: -1.5609
Gap between HOMO and LUMO in eV: 7.01
F_max in eV Å⁻¹: 14.1
Total charge: 0
Energy in eV: -129878.2800
M in g mol⁻¹: 966.88

These are the Löwdin partial charges, in e, on atoms 1 to 4:
1 C -0.137
2 C -0.214
3 C -0.282
4 C -0.093

=====

4.
Below is a molecular structure, C29H43N4O5PPdS, with properties calculated with ωB97M-V/def2-TZVPD.

Positions of all 84 atoms, in Å:
Pd 0.1388 0.1937 0.6982
C -1.9331 -4.6736 -6.1306
C -1.5854 -4.1242 -4.7752
C -1.0007 -4.9291 -3.8055
C -0.6939 -4.4293 -2.5468
C -0.9804 -3.1074 -2.2453
C -1.5622 -2.2880 -3.2018
C -1.8607 -2.7957 -4.4526
S -0.5515 -2.4742 -0.6402
O 0.1512 -3.5449 0.0145
O -1.7606 -1.9569 -0.0421
N 0.3820 -1.1729 -0.9080
C 1.7523 -1.3436 -1.1705
C 2.2853 -2.4385 -1.8680
C 3.6391 -2.4612 -2.1168
C 4.4423 -1.4085 -1.6856
C 3.8241 -0.3722 -1.0193
N 2.5148 -0.3321 -0.7640
H -1.2708 -5.4939 -6.4057
H -1.8628 -3.9047 -6.8998
H -2.9555 -5.0577 -6.1423
H -0.7759 -5.9640 -4.0358
H -0.2389 -5.0582 -1.7939
H -1.7751 -1.2573 -2.9644
H -2.3129 -2.1508 -5.1976
H 1.6542 -3.2492 -2.1950
H 4.0711 -3.2992 -2.6496
H 5.5078 -1.3940 -1.8648
H 4.3977 0.4764 -0.6594
C -2.2191 4.2514 -0.6615
C -1.5453 3.2863 0.3213
C -2.6043 2.6624 1.2359
P -0.4734 2.0273 -0.4761
C -1.2576 1.4023 -2.0272
C -2.6517 0.8543 -1.7023
C -1.3145 2.2822 -3.2763
C 1.1262 2.8241 -0.9278
C 1.0330 4.2307 -1.5277
C 2.0754 2.8714 0.2737
H -2.6104 5.0981 -0.0937
H -3.0646 3.7767 -1.1588
H -1.5529 4.6446 -1.4250
H -0.8422 3.8362 0.9497
H -3.3345 2.0908 0.6638
H -3.1393 3.4610 1.7536
H -2.1691 2.0072 1.9847
H -0.5962 0.5599 -2.2519
H -3.3243 1.6553 -1.3961
H -2.6312 0.0927 -0.9213
H -3.0926 0.4126 -2.5985
H -2.0436 3.0868 -3.1924
H -1.6219 1.6519 -4.1146
H -0.3509 2.7110 -3.5422
H 1.5406 2.1169 -1.6550
H 0.6331 4.9362 -0.7967
H 0.4286 4.2990 -2.4281
H 2.0393 4.5701 -1.7809
H 1.6540 3.4578 1.0927
H 3.0102 3.3438 -0.0360
H 2.3026 1.8731 0.6442
C 3.2487 -0.6240 4.4901
C 1.9890 -1.3911 4.8691
C 0.6958 -0.6212 4.5584
C -0.5374 -1.4838 4.9257
C -1.8753 -0.8853 4.5128
C 0.6530 0.6477 5.3866
O 0.8200 0.6503 6.5839
N 0.3964 1.8189 4.7088
C 0.2638 2.0012 3.3320
O 0.1271 3.1225 2.8921
N 0.3221 0.8716 2.5621
C 0.6170 -0.3380 3.0842
O 0.7706 -1.2535 2.2532
H 4.1403 -1.2030 4.7293
H 3.3199 0.3212 5.0333
H 3.2773 -0.4103 3.4189
H 1.9817 -1.6116 5.9370
H 1.9418 -2.3353 4.3258
H -0.4974 -1.6347 6.0058
H -0.3976 -2.4524 4.4432
H -2.0333 0.1034 4.9511
H -2.6905 -1.5246 4.8502
H -1.9609 -0.7981 3.4273
H 0.3847 2.6671 5.2576

Values from the calculation:
HOMO energy in eV: -8.23
Lowest unoccupied orbital energy in eV: -0.1033
Gap between HOMO and LUMO in eV: 8.12
F_max in eV Å⁻¹: 0.8
ΔE to the lowest compared entry with this formula, charge and spin in kcal per mole: 0.00
Total charge: 0
Energy in eV: -70575.9847
M in g mol⁻¹: 697.15

These are the Löwdin partial charges, in e, on atoms 1 to 4:
1 Pd 0.867
2 C -0.051
3 C -0.270
4 C -0.032

=====

5.
Below is 2 unconnected molecules or ions with the total composition C29H44BF5N4O10PS2 at a distorted geometry, with properties calculated with ωB97M-V/def2-TZVPD.

Positions of all 96 atoms, in Å:
C 4.3950 -2.3445 2.0333
C 3.6248 -0.9423 1.7079
F 4.3577 0.0362 2.6150
C 2.0003 -0.7887 1.6958
C 1.6807 -1.7745 3.0111
C 2.3607 -1.3317 4.4143
F 1.5613 -2.0002 5.5091
C 1.4074 0.7340 1.8574
C 0.2436 1.1462 2.8458
S -0.5327 0.5181 4.3306
O -1.4526 -0.7624 4.2745
O 0.2408 0.6323 5.7063
C 1.0429 1.5440 0.4188
C 0.7601 3.1224 0.6460
C -0.7419 3.7057 0.8047
O -1.2132 3.8907 2.2208
C -1.9663 3.1135 -0.0681
N -2.5608 1.7932 0.3542
N 1.8779 1.0686 -0.7824
P 3.4934 1.5516 -0.4058
O 3.8215 2.7944 0.6928
O 4.7825 1.5001 -1.4799
S 1.7612 2.1368 -2.1830
C 2.6050 1.7569 -3.7638
O 2.5932 3.4878 -1.9730
O 0.3851 2.7372 -2.4987
C 1.5608 -0.4336 -1.0784
C 2.8786 -1.0815 -1.8446
B 2.7813 -2.3821 -2.8382
O 2.7837 -3.8185 -2.4054
O 2.7448 -2.2103 -4.3350
C 0.3200 -0.6088 -2.1261
F -0.2769 -1.9954 -2.2193
F 0.5081 -0.4010 -3.5693
F -0.8888 0.2461 -1.9835
C 1.1908 -1.3189 0.3190
N 1.6369 -2.7364 0.2019
C -0.3864 -1.4452 0.7114
C -1.2648 -2.7938 0.5211
O -1.0434 -3.9358 -0.1027
C -2.8328 -2.6884 1.1168
C -3.8264 -3.9867 1.0241
C -5.3978 -4.0555 1.5024
C -6.0447 -2.6694 2.1227
C -5.0672 -1.3431 2.2576
C -3.4692 -1.3135 1.7663
H 3.7968 -3.3305 1.8521
H 4.8253 -2.4285 3.1450
H 5.3918 -2.5101 1.3860
H 4.1899 -0.6817 0.7077
H 1.9477 -2.9160 2.8406
H 0.5587 -1.8937 3.2874
H 2.3604 -0.1668 4.4748
H 3.4566 -1.6786 4.6140
H 2.3469 1.3809 2.2264
H -0.7221 1.3294 2.1563
H 0.5006 2.2520 3.2437
H -1.5805 1.4785 4.6299
H -0.0274 1.1743 0.1389
H 1.2967 3.9053 -0.0274
H 1.3208 3.3972 1.6744
H -0.7088 4.8572 0.4613
H -1.8489 3.1645 2.4774
H -1.8220 3.0637 -1.2298
H -2.8602 3.8990 0.0729
H -3.2869 1.9686 1.1080
H -3.0531 1.2973 -0.4207
H 4.6464 2.5624 1.2167
H 5.0347 2.3756 -1.9045
H 2.6291 0.6714 -4.1818
H 2.0547 2.3984 -4.6120
H 3.7484 2.0983 -3.8739
H 3.7024 -1.5167 -1.0963
H 3.4969 -0.3684 -2.5104
H 1.7944 -4.0206 -2.2549
H 2.1100 -2.9345 -4.6717
H 2.6241 -2.9455 0.0771
H 1.2885 -3.4234 0.8734
H -0.6791 -1.1408 1.8298
H -1.1212 -0.6483 0.2025
H -3.3781 -4.9794 0.5494
H -6.0054 -5.0712 1.3458
H -7.1817 -2.7067 2.4356
H -5.5857 -0.3684 2.6955
H -2.7951 -0.3583 1.8578
N -4.2841 2.1822 -2.9012
C -3.1014 2.2346 -3.5524
C -2.8801 1.6633 -4.7952
C -3.9332 0.9930 -5.4085
C -5.1628 0.9202 -4.7620
C -5.2883 1.5262 -3.5223
H -2.3100 2.7657 -3.0316
H -1.9100 1.7387 -5.2732
H -3.7972 0.5314 -6.3822
H -6.0031 0.4047 -5.2131
H -6.2289 1.5001 -2.9793

Values from the calculation:
HOMO energy in eV: -10.58
Lowest unoccupied orbital energy in eV: -4.8941
Gap between HOMO and LUMO in eV: 5.69
F_max in eV Å⁻¹: 12.8
Total charge: +1
Energy in eV: -102412.2744
M in g mol⁻¹: 809.60

These are the Löwdin partial charges, in e, on atoms 1 to 4:
1 C -0.071
2 C -0.237
3 F -0.116
4 C -0.180

=====

lowest unoccupied orbital energy of number 2 (C29H43ClN2O6)? -0.6162 eV

=====

Which value of total charge does entry 3 give? 0

=====

Number 5 is which compound? C29H44BF5N4O10PS2